1.
{"formula": "C29H48AsCl5FN6O4PdSSi3", "method": "ωB97M-V/def2-TZVPD", "charge": 1, "e_homo_ev": [-10.34, -10.34], "e_lumo_ev": [-4.142, -4.145], "multiplicity": 1, "de_lowest_kj_mol": 280.18, "orbital_gap_ev": [6.20, 6.19], "species": ["Pd", "Cl", "C", "C", "C", "Cl", "C", "Cl", "C", "Cl", "C", "Cl", "F", "C", "C", "N", "C", "C", "O", "O", "C", "O", "N", "C", "O", "H", "H", "H", "H", "N", "C", "C", "N", "C", "C", "H", "H", "H", "H", "H", "H", "H", "H", "H", "H", "H", "C", "Si", "C", "C", "As", "Si", "C", "C", "C", "Si", "C", "C", "C", "H", "H", "H", "H", "H", "H", "H", "H", "H", "H", "H", "H", "H", "H", "H", "H", "H", "H", "H", "H", "H", "H", "H", "H", "H", "H", "H", "C", "N", "C", "C", "N", "C", "S", "H", "H", "H", "H", "H", "H"], "coordinates": [[-0.003, 0.254, -0.072], [1.485, 1.827, -3.173], [2.492, 1.513, -1.812], [1.952, 0.961, -0.657], [2.839, 0.747, 0.393], [2.212, -0.095, 1.754], [4.174, 1.120, 0.361], [5.189, 0.917, 1.728], [4.690, 1.654, -0.820], [6.340, 2.087, -0.922], [3.849, 1.823, -1.919], [4.493, 2.438, -3.390], [2.763, 3.862, 0.916], [2.378, 4.289, -0.303], [1.082, 4.207, -0.653], [0.650, 4.596, -1.883], [-0.751, 4.572, -2.231], [-1.493, 3.332, -1.766], [-2.785, 3.539, -1.764], [-0.980, 2.288, -1.431], [1.538, 5.057, -2.854], [1.175, 5.362, -3.961], [2.842, 5.141, -2.440], [3.401, 4.785, -1.214], [4.582, 4.881, -1.007], [0.356, 3.795, 0.032], [-0.807, 4.629, -3.326], [-1.271, 5.452, -1.831], [3.496, 5.464, -3.146], [-4.568, 1.883, -0.640], [-4.535, 1.982, 0.823], [-3.499, 0.978, 1.382], [-2.545, 0.579, 0.361], [-3.221, -0.119, -0.728], [-4.612, 0.476, -1.027], [-3.364, 2.776, -1.394], [-5.379, 2.380, -0.996], [-5.519, 1.769, 1.263], [-4.256, 3.006, 1.083], [-4.004, 0.084, 1.759], [-2.954, 1.451, 2.200], [-2.139, 1.443, -0.010], [-3.325, -1.169, -0.440], [-2.582, -0.043, -1.609], [-5.388, -0.062, -0.463], [-4.849, 0.400, -2.088], [1.871, -4.930, -0.998], [2.113, -3.109, -0.438], [3.051, -3.119, 1.237], [3.022, -2.101, -1.779], [-0.099, -2.157, -0.228], [-1.021, -2.455, -2.434], [-2.879, -2.952, -2.444], [-0.139, -3.758, -3.513], [-0.653, -0.751, -3.221], [-1.038, -3.399, 1.608], [-0.190, -5.074, 1.949], [-2.933, -3.620, 1.455], [-0.709, -2.139, 3.015], [2.474, -5.610, -0.405], [2.174, -5.064, -2.030], [0.832, -5.239, -0.905], [3.547, -4.072, 1.398], [2.378, -2.943, 2.074], [3.819, -2.352, 1.271], [4.084, -2.023, -1.577], [2.628, -1.088, -1.828], [2.919, -2.543, -2.764], [-3.228, -3.284, -1.470], [-3.019, -3.774, -3.139], [-3.522, -2.144, -2.775], [-0.303, -4.770, -3.161], [0.932, -3.594, -3.571], [-0.534, -3.695, -4.523], [-0.502, 0.022, -2.454], [-1.434, -0.413, -3.897], [0.267, -0.799, -3.799], [-0.529, -5.843, 1.262], [-0.410, -5.423, 2.954], [0.887, -4.991, 1.852], [-3.191, -4.277, 0.630], [-3.439, -2.669, 1.307], [-3.349, -4.059, 2.355], [0.305, -2.211, 3.401], [-1.388, -2.246, 3.856], [-0.826, -1.141, 2.584], [2.295, 2.169, 3.978], [1.044, 1.544, 4.308], [0.801, 0.923, 5.504], [-0.455, 0.424, 5.472], [-0.981, 0.761, 4.253], [-0.050, 1.430, 3.523], [-0.266, 2.018, 1.963], [2.543, 2.929, 4.721], [2.219, 2.630, 2.995], [3.084, 1.414, 3.963], [1.548, 0.882, 6.270], [-1.001, -0.125, 6.211], [-1.892, 0.502, 3.904]], "forces_ev_per_angstrom": [[-0.1, 2.2, 0.3], [0.0, -0.2, -0.3], [-0.6, -0.2, -0.1], [-0.6, -1.5, 0.9], [-0.3, 0.0, -0.2], [0.6, -0.3, 0.7], [0.1, 0.1, -0.2], [0.0, -0.1, 0.1], [0.0, 0.0, 0.1], [0.0, 0.0, 0.0], [0.1, 0.1, 0.1], [0.0, -0.1, 0.0], [0.1, 0.1, -0.2], [-0.5, -0.1, 0.3], [0.8, 0.1, 0.6], [-0.1, 0.1, -0.4], [-0.2, 0.1, -0.1], [-0.3, 0.4, -0.1], [-0.3, 0.2, -0.1], [0.3, -0.3, 0.3], [-0.3, -0.2, 0.4], [-0.1, 0.2, -0.5], [0.3, 0.1, -0.2], [-0.4, 0.0, 0.0], [0.2, 0.0, 0.2], [0.0, 0.1, 0.1], [-0.1, 0.0, 0.2], [0.0, -0.2, -0.1], [-0.1, -0.1, 0.1], [-0.1, 0.1, -0.2], [0.1, 0.1, 0.2], [-0.1, 0.0, 0.4], [0.8, 0.2, -0.5], [-0.3, -0.1, -0.1], [0.0, -0.2, 0.0], [0.2, 0.1, 0.0], [0.0, -0.1, 0.1], [0.1, 0.1, -0.1], [0.0, -0.1, 0.1], [0.0, 0.0, 0.0], [-0.1, -0.1, 0.0], [-0.2, -0.3, 0.0], [0.0, 0.1, -0.2], [-0.1, -0.1, 0.1], [0.0, 0.1, -0.1], [0.0, -0.1, 0.0], [0.0, 0.7, 0.2], [0.5, -0.6, -0.2], [-0.4, 0.1, -0.5], [-0.5, -0.2, 0.4], [0.8, -0.9, -0.8], [-0.1, -0.2, -1.0], [0.7, 0.2, 0.2], [-0.2, 0.4, 0.7], [-0.1, -0.4, 0.6], [-0.5, 0.2, 1.0], [-0.2, 0.7, -0.5], [0.8, 0.1, -0.3], [0.0, -0.4, -0.7], [0.1, -0.1, 0.2], [0.0, 0.0, -0.2], [-0.1, -0.1, 0.0], [0.0, -0.2, -0.1], [0.0, 0.0, 0.1], [0.0, 0.2, 0.0], [0.3, -0.1, 0.2], [0.0, 0.0, 0.0], [-0.1, -0.2, -0.1], [0.0, 0.0, 0.1], [0.1, -0.2, -0.1], [-0.1, 0.2, 0.0], [-0.1, -0.2, 0.1], [0.2, 0.1, 0.0], [-0.2, 0.1, -0.2], [-0.1, -0.2, -0.3], [-0.2, 0.0, -0.1], [0.1, -0.1, 0.0], [-0.1, -0.1, -0.2], [-0.1, 0.1, 0.2], [0.2, 0.0, 0.0], [0.0, -0.1, -0.1], [0.0, 0.2, -0.1], [0.1, -0.1, 0.3], [0.2, 0.0, 0.0], [-0.2, -0.1, 0.1], [0.0, -0.1, 0.0], [0.7, 0.3, -0.2], [-0.9, -0.3, -0.1], [-0.3, -0.4, 0.4], [0.3, 0.1, 0.4], [0.5, 0.2, -0.1], [-0.1, -0.1, -0.1], [-0.1, 0.8, -0.7], [-0.1, 0.0, 0.0], [0.0, 0.0, 0.1], [-0.1, 0.1, 0.0], [0.1, 0.0, 0.2], [-0.1, -0.1, 0.1], [0.2, 0.1, 0.0]]}

---

2.
{"formula": "C29H48BN8OPt", "method": "ωB97M-V/def2-TZVPD", "charge": 1, "e_homo_ev": [-11.07, -11.41], "e_lumo_ev": [-1.789, -3.930], "multiplicity": 3, "orbital_gap_ev": [9.28, 7.48], "species": ["Pt", "C", "C", "C", "C", "N", "N", "B", "N", "N", "C", "C", "C", "C", "C", "C", "C", "C", "N", "N", "C", "C", "C", "C", "C", "C", "C", "C", "C", "C", "C", "C", "H", "H", "H", "H", "H", "H", "H", "H", "H", "H", "H", "H", "H", "H", "H", "H", "H", "H", "H", "H", "H", "H", "H", "H", "H", "H", "H", "H", "H", "H", "H", "H", "H", "H", "H", "H", "H", "H", "H", "H", "N", "C", "N", "C", "C", "O", "C", "C", "H", "H", "H", "H", "H", "H", "H", "H"], "coordinates": [[-0.308, 0.065, -0.007], [1.553, 1.747, 4.940], [0.778, 0.833, 4.054], [-0.012, -0.239, 4.420], [-0.507, -0.788, 3.229], [-0.045, -0.056, 2.212], [0.733, 0.929, 2.712], [1.640, 1.783, 1.804], [2.431, 0.829, 0.872], [1.796, 0.000, 0.014], [2.714, -0.676, -0.688], [3.977, -0.269, -0.249], [3.758, 0.684, 0.733], [4.758, 1.448, 1.531], [2.366, -1.691, -1.756], [1.525, -2.824, -1.151], [3.656, -2.274, -2.329], [1.578, -1.011, -2.886], [0.814, 2.727, 0.905], [0.066, 2.264, -0.121], [-0.331, 3.305, -0.857], [0.167, 4.473, -0.263], [0.893, 4.068, 0.840], [1.657, 4.919, 1.796], [-1.213, 3.247, -2.084], [-1.051, 1.941, -2.867], [-2.666, 3.416, -1.614], [-0.849, 4.402, -3.023], [-1.443, -1.973, 3.115], [-1.179, -2.799, 1.853], [-2.887, -1.445, 3.120], [-1.237, -2.890, 4.325], [1.312, 1.530, 5.978], [1.318, 2.792, 4.736], [2.627, 1.614, 4.802], [-0.191, -0.583, 5.424], [2.382, 2.421, 2.474], [4.934, -0.614, -0.599], [5.761, 1.147, 1.242], [4.633, 1.263, 2.598], [4.655, 2.521, 1.366], [2.048, -3.298, -0.318], [1.314, -3.585, -1.903], [0.571, -2.438, -0.786], [4.238, -2.768, -1.549], [4.269, -1.492, -2.779], [3.424, -3.010, -3.099], [0.632, -0.616, -2.509], [1.350, -1.728, -3.677], [2.148, -0.187, -3.319], [0.031, 5.488, -0.596], [1.462, 5.966, 1.577], [2.730, 4.744, 1.705], [1.372, 4.716, 2.828], [-1.135, 1.073, -2.217], [-0.076, 1.911, -3.355], [-1.821, 1.862, -3.636], [-2.930, 2.617, -0.918], [-3.350, 3.395, -2.466], [-2.790, 4.367, -1.096], [0.207, 4.366, -3.294], [-1.054, 5.370, -2.564], [-1.440, 4.331, -3.938], [-1.205, -2.174, 0.963], [-1.938, -3.575, 1.741], [-0.201, -3.278, 1.910], [-3.073, -0.818, 2.245], [-3.067, -0.843, 4.011], [-3.594, -2.278, 3.119], [-0.189, -3.175, 4.422], [-1.829, -3.798, 4.201], [-1.551, -2.405, 5.250], [-2.382, -0.148, -0.239], [-3.532, -0.153, -0.345], [-4.829, -0.237, -0.407], [-5.641, 0.886, -0.898], [-7.019, 0.830, -0.250], [-7.603, -0.447, -0.398], [-6.832, -1.442, 0.244], [-5.469, -1.563, -0.420], [-5.746, 0.816, -1.985], [-5.144, 1.821, -0.648], [-7.677, 1.539, -0.750], [-6.949, 1.094, 0.813], [-7.379, -2.378, 0.152], [-6.708, -1.196, 1.306], [-5.597, -1.902, -1.452], [-4.836, -2.270, 0.115]], "forces_ev_per_angstrom": [[0.6, 0.2, 0.4], [0.1, 0.0, -0.1], [-0.2, -0.1, 0.1], [0.0, -0.1, 0.0], [0.1, 0.1, 0.1], [-0.4, -0.1, -0.5], [0.3, 0.1, 0.2], [-0.3, -0.2, -0.3], [0.2, 0.1, 0.2], [-0.5, -0.2, -0.4], [0.0, 0.0, 0.1], [0.0, 0.0, 0.0], [0.0, -0.1, -0.1], [-0.1, 0.0, 0.1], [-0.1, 0.0, 0.0], [0.1, 0.1, 0.0], [0.0, 0.0, 0.0], [0.1, 0.0, 0.1], [0.2, 0.2, 0.2], [-0.4, -0.4, -0.1], [0.1, 0.2, 0.1], [0.0, 0.0, 0.0], [-0.2, 0.1, -0.2], [0.1, -0.1, 0.0], [-0.1, -0.1, 0.0], [0.1, 0.1, 0.1], [0.0, 0.0, 0.0], [0.0, 0.0, 0.1], [0.0, 0.0, -0.1], [0.1, 0.2, 0.1], [0.1, 0.0, 0.0], [0.0, 0.1, 0.0], [0.0, 0.0, 0.0], [0.0, 0.0, 0.0], [0.0, 0.0, 0.0], [0.0, 0.0, 0.0], [0.1, 0.0, 0.0], [0.0, 0.0, 0.0], [0.0, 0.0, 0.0], [0.0, 0.0, 0.0], [0.0, 0.0, 0.0], [0.0, 0.0, 0.0], [0.0, 0.0, 0.0], [-0.1, 0.0, 0.1], [0.0, 0.0, 0.0], [0.0, 0.0, 0.0], [0.0, 0.0, 0.0], [-0.1, 0.1, 0.0], [0.0, 0.0, 0.0], [0.0, 0.0, 0.0], [0.0, 0.0, 0.0], [0.0, 0.0, 0.0], [0.0, 0.0, 0.0], [0.0, 0.0, 0.0], [-0.1, -0.2, 0.0], [0.0, -0.1, 0.0], [0.0, 0.0, 0.0], [0.0, 0.0, 0.0], [0.0, 0.0, 0.0], [0.0, 0.0, 0.0], [0.0, 0.0, 0.0], [0.0, 0.0, 0.0], [0.0, 0.0, 0.0], [0.0, 0.0, -0.2], [0.0, 0.0, 0.0], [0.0, 0.0, -0.1], [0.0, 0.0, 0.0], [0.0, 0.0, 0.0], [0.0, 0.0, 0.0], [0.0, 0.0, 0.0], [0.0, 0.0, 0.0], [0.0, 0.0, 0.0], [0.3, 0.4, 0.0], [0.2, -0.2, 0.1], [-0.1, 0.0, 0.1], [-0.2, 0.1, -0.1], [0.1, 0.0, 0.0], [0.0, 0.0, 0.0], [0.1, 0.1, 0.0], [-0.2, -0.2, 0.0], [0.1, 0.0, 0.0], [0.0, 0.0, 0.0], [0.0, 0.0, 0.0], [0.0, 0.0, 0.0], [0.0, 0.0, 0.0], [0.0, 0.0, 0.0], [0.1, 0.0, 0.0], [0.0, 0.0, 0.0]]}

---

So what do the calculations give for max |F|? Going down the list: 2.21, 0.75 eV/A.
So what do the calculations give for DFT total energy? Going down the list: -7794.45107, -1791.16759 Ha.